# 1
{
  "formula": "C5H12NS",
  "method": "ωB97M-V/def2-TZVPD",
  "charge": 1,
  "de_lowest_kcal_mol": 108.81,
  "energy_ev": -17693.968,
  "homo_lumo_gap_ev": [6.38, 8.56],
  "elements": ["H", "C", "N", "C", "H", "H", "H", "H", "H", "H", "H", "C", "C", "H", "H", "S", "C", "H", "H"],
  "xyz": [[2.11648, 0.97006, 1.38096], [-0.40677, -0.03570, 1.08958], [0.57662, 0.14165, -0.01065], [-1.53316, 0.92620, 0.77242], [0.11907, 1.11691, -1.85486], [-0.24379, -0.76623, -1.65904], [-2.21878, -0.37747, -0.92429], [0.22730, 0.20635, 1.97045], [-1.23502, 1.99061, 0.91361], [1.99100, -1.59540, -1.28229], [-2.40564, 0.56071, 1.38925], [2.08020, -1.88585, -0.23126], [-1.67736, 0.60708, -0.72924], [-0.80801, -1.07025, 0.97390], [3.02188, -1.66019, 0.27855], [1.49111, 1.54587, 0.20521], [-0.24726, 0.25933, -1.26095], [1.28641, -2.27713, 0.36962], [-2.13428, 1.34344, -1.39097]],
  "atomic_forces_ev_per_a": [[-0.723, 1.314, -1.628], [1.192, -0.426, 0.570], [0.011, -0.158, -0.757], [-0.474, -0.480, -0.159], [0.217, -1.090, -0.272], [0.160, 0.831, -0.733], [0.068, 1.442, 0.696], [-1.199, -0.797, 0.057], [-0.483, -0.842, 0.268], [-0.016, -0.729, 0.392], [0.698, 1.056, -0.749], [-0.339, 2.324, 0.056], [-0.501, -1.906, -1.116], [0.491, 0.572, 0.692], [-0.319, -0.126, -0.252], [1.822, -0.769, 1.823], [-0.283, 0.364, 0.899], [-0.255, -0.710, -0.219], [-0.068, 0.131, 0.432]]
}

---

# 2
{
  "formula": "C5H12NS2",
  "method": "ωB97M-V/def2-TZVPD",
  "charge": -1,
  "de_lowest_kcal_mol": 85.18,
  "energy_ev": -28537.024,
  "homo_lumo_gap_ev": 3.79,
  "elements": ["S", "H", "H", "H", "C", "H", "H", "H", "H", "C", "C", "C", "N", "H", "H", "S", "H", "C", "H", "H"],
  "xyz": [[-2.56485, 3.17236, 1.86990], [-0.12544, -2.56752, -0.09803], [-2.35772, 1.79491, -0.07012], [-2.18610, 0.83241, 1.41720], [0.40550, -1.64932, -0.34542], [-0.30172, 0.82164, -1.08241], [2.21001, -2.54748, 0.38173], [0.14720, -1.41394, -1.49772], [0.05206, -1.23180, -2.33824], [1.87593, -1.94073, -0.46182], [0.21611, 0.72628, -0.10348], [-1.89561, 1.77254, 0.92541], [0.02884, -0.58701, 0.49774], [2.43157, -1.00181, -0.48222], [0.09441, 1.80241, 1.75843], [2.17458, -2.82697, -2.01781], [-0.16155, 2.80903, 0.33414], [-0.38237, 1.82774, 0.77229], [-0.94472, -0.69638, 0.75876], [1.28389, 0.90364, -0.21832]],
  "atomic_forces_ev_per_a": [[0.030, 0.024, 0.126], [-0.389, 0.022, -0.465], [0.106, -0.238, -0.050], [-0.065, -0.015, -0.075], [0.465, 0.114, 4.755], [0.322, -0.520, 0.049], [-0.441, -0.082, 0.037], [-0.656, 0.506, -1.358], [0.922, -0.749, 0.085], [0.368, 0.500, -2.292], [-0.063, 1.192, 0.543], [-0.184, 0.016, 0.080], [-0.661, -1.071, -1.998], [0.059, -0.087, 0.264], [-0.102, 0.077, -0.040], [-0.065, 0.191, 0.111], [0.165, -0.192, 0.030], [0.158, 0.191, 0.113], [0.002, 0.171, 0.355], [0.030, -0.049, -0.271]]
}

---

# 3
{
  "formula": "C5H12O",
  "method": "ωB97M-V/def2-TZVPD",
  "charge": 0,
  "de_lowest_kcal_mol": 12.77,
  "energy_ev": -7426.758,
  "homo_lumo_gap_ev": 10.91,
  "elements": ["H", "O", "H", "C", "H", "H", "C", "H", "H", "C", "H", "C", "H", "H", "H", "C", "H", "H"],
  "xyz": [[1.86659, -1.02739, -0.89864], [-0.86401, -0.71704, -0.42951], [-0.46444, 1.63706, 2.16783], [0.63614, -0.00100, 1.25281], [-2.33350, -1.28459, -1.69696], [0.77405, -1.07870, 1.40673], [0.21018, 0.18360, -0.20295], [-0.82630, -0.81620, -2.50877], [-0.15413, 1.21696, -0.35351], [-1.49970, -0.57665, -1.67390], [-1.88997, 0.44350, -1.82084], [-0.34809, 0.55224, 2.27799], [1.62105, 0.46380, 1.39157], [1.08448, -0.09923, -2.19309], [2.12992, 0.72537, -1.03626], [1.38733, -0.07210, -1.14215], [0.00401, 0.35876, 3.29752], [-1.33361, 0.09162, 2.16211]],
  "atomic_forces_ev_per_a": [[-0.084, 0.117, -0.037], [-0.003, -0.075, 0.126], [0.011, -0.149, -0.001], [0.062, -0.012, -0.037], [0.129, 0.153, 0.046], [0.003, 0.123, -0.017], [0.214, 0.116, 0.068], [-0.161, 0.041, 0.091], [0.013, -0.142, 0.006], [-0.101, -0.008, -0.232], [0.065, -0.139, 0.048], [-0.055, 0.020, 0.006], [-0.156, -0.028, -0.047], [0.056, 0.045, 0.166], [-0.082, -0.114, 0.018], [0.051, -0.025, -0.058], [-0.085, 0.023, -0.161], [0.124, 0.053, 0.013]]
}